Entry 1:
The following is a quantum chemistry calculation of a 7-piece molecular cluster, C3H19NO8 overall at a distorted geometry, from the Open Molecules 2025 dataset.

Results
SMILES = O=CNCCO.O.O.O.O.O.O
E_tot = -21288.6432 eV
E_LUMO = 0.08 eV
relative energy (zero: lowest compared OMol25 entry of this formula, charge and spin) = 2.110 eV
frontier orbital gap = 10.56 eV
molar mass = 197.18 g/mol

Structure (XYZ):
```
31
Properties=species:S:1:pos:R:3:forces:R:3
C 0.946 -1.037 1.544 -0.0201 0.4720 1.8853
N 1.285 0.221 1.117 0.3560 -0.5697 -1.1004
C 2.304 0.455 0.085 1.7027 -1.0771 -0.7047
C 3.394 1.452 0.461 0.4917 0.1264 -1.0561
O 2.886 2.758 0.594 0.1409 0.5437 -0.2150
O -0.122 -1.246 2.117 0.4785 -0.0564 -0.9725
H 1.740 -1.804 1.594 -0.0337 0.3385 -0.6515
H 0.453 0.764 0.955 -0.0541 0.3397 0.0858
H 2.891 -0.470 -0.140 -0.8249 0.2398 0.4873
H 1.877 0.696 -0.913 -0.1185 0.1703 0.9311
H 3.979 1.192 1.342 -0.3189 -0.3767 0.3728
H 4.178 1.442 -0.370 -1.1756 0.2351 0.7730
H 2.015 2.727 1.000 0.0616 -0.0668 0.1454
H -1.465 -2.695 -0.139 -0.0470 -0.3087 -0.1539
H -1.020 -2.932 1.273 0.0035 0.0517 0.3072
O -1.693 -3.209 0.642 -0.0889 0.2126 -0.1609
H 0.398 0.225 -3.721 -0.0629 0.0627 -0.0662
H -0.012 -1.210 -4.123 -0.1426 0.4911 -0.0826
O -0.330 -0.405 -3.680 0.2351 -0.6863 -0.0030
H -2.498 -0.456 1.173 0.0215 -0.0599 0.1934
H -1.406 0.554 1.369 -0.0343 -0.1812 0.5710
O -2.364 0.483 1.360 0.3140 0.0514 -0.0644
H -1.380 2.150 -0.796 0.8046 0.7579 -0.5673
H -1.521 0.800 -0.963 0.3272 -0.6735 -0.8352
O -0.907 1.474 -1.316 -1.2312 -0.0448 1.4994
H -3.715 1.622 -0.311 -0.0147 0.0117 -0.3582
H -4.302 0.485 0.371 -0.1743 -0.3463 -0.1040
O -4.099 0.764 -0.527 -0.3354 0.3929 -0.0660
H 0.297 -1.282 -2.077 0.4965 -0.0843 0.0298
H -0.197 -1.138 -0.730 0.4156 -0.0958 0.3500
O 0.596 -1.487 -1.167 -1.1726 0.1303 -0.4696
```
Forces are in eV/Å.

Entry 2:
The following is a quantum chemistry calculation of a 6-piece molecular cluster, C3H20NO6 overall at a distorted geometry, from the Open Molecules 2025 dataset.

Results
E_tot = -17204.3632 eV
net charge = +1
E_LUMO = -2.58 eV
relative energy (zero: lowest compared OMol25 entry of this formula, charge and spin) = 1.435 eV
frontier orbital gap = 11.25 eV
molar mass = 166.19 g/mol

Structure (XYZ):
```
30
Properties=species:S:1:pos:R:3:forces:R:3
C -1.429 -0.846 -1.356 -1.8761 0.2113 0.0411
O -1.289 -0.619 -2.741 0.6738 0.2738 -0.5454
C -0.187 -0.462 -0.561 -0.7688 0.3313 0.4179
C -0.558 -0.068 0.871 0.6059 0.6379 0.7036
N 0.798 -1.584 -0.534 -0.2667 -0.0399 0.4775
H -2.278 -0.254 -0.897 0.8286 -0.5756 -0.6503
H -1.717 -1.912 -1.274 0.4197 0.4746 0.5656
H -1.984 -0.102 -3.174 0.1379 -0.1701 0.6402
H 0.282 0.378 -1.066 0.1924 -0.0421 -0.0501
H -1.521 -0.385 1.241 -0.3877 -0.4074 -0.3820
H -0.549 1.016 0.966 -0.1498 0.1125 -0.2449
H 0.150 -0.372 1.648 0.2759 -0.2659 -0.3341
H 0.480 -2.269 0.166 -0.0765 -0.1584 -0.6346
H 0.855 -1.991 -1.475 0.3480 -0.1474 0.4184
H 1.731 -1.309 -0.166 -0.1669 -0.2834 -0.7548
H 0.150 3.786 -0.635 0.1966 -0.4017 -0.4648
H 1.177 3.731 0.408 0.3116 -0.3057 -0.0687
O 0.935 3.260 -0.406 -0.4554 0.6777 0.6326
H 2.979 2.318 -0.217 -0.0698 -0.1082 -0.0532
H 4.347 1.734 -0.552 -0.0264 0.0896 0.1078
O 3.618 1.655 0.075 0.0057 -0.2324 -0.1739
H -3.779 -2.779 -0.310 0.4150 0.1229 -0.2583
H -3.474 -3.269 1.033 0.4955 -0.0712 0.2025
O -3.009 -2.901 0.267 -0.9769 -0.1368 0.1999
H 4.296 -2.007 0.054 -0.5368 -0.8616 -0.0518
H 3.609 -0.785 0.326 -0.6834 -0.0152 0.2559
O 3.380 -1.736 0.241 1.5087 1.3009 -0.0144
H -2.709 2.193 3.238 -0.3119 -0.0097 -0.0404
H -1.698 2.956 2.448 -0.3238 0.0869 -0.1754
O -2.606 2.624 2.381 0.6618 -0.0866 0.2341
```
Forces are in eV/Å.

Entry 3:
The following is a quantum chemistry calculation of a 8-piece molecular cluster, C3H20NO9 overall at a distorted geometry, from the Open Molecules 2025 dataset.

Results
E_tot = -23356.0434 eV
net charge = -1
E_LUMO = 3.11 eV
relative energy (zero: lowest compared OMol25 entry of this formula, charge and spin) = 0.455 eV
frontier orbital gap = 9.11 eV
molar mass = 214.19 g/mol

Structure (XYZ):
```
33
Properties=species:S:1:pos:R:3:forces:R:3
C -1.781 2.507 -0.193 -0.6824 0.1271 0.8140
N -1.036 1.276 -0.175 -0.3707 -1.1197 -1.2338
C -0.426 0.795 -1.413 1.0689 -0.4285 -0.2137
C 0.659 -0.261 -0.988 1.4618 1.3632 -0.8073
O 0.858 -1.360 -1.553 -1.1742 0.0107 0.0687
O 1.477 0.244 -0.161 -0.5648 -0.3555 0.5008
H -2.864 2.305 -0.102 0.1031 0.0646 -0.1349
H -1.695 3.148 -1.073 0.5421 -0.0744 -0.1445
H -1.540 3.067 0.712 0.1200 0.1942 -0.1472
H -0.268 1.215 0.478 -0.1213 0.6626 0.3861
H 0.160 1.617 -1.860 0.1030 -0.1356 -0.0910
H -0.999 0.383 -2.248 -0.8484 -0.0319 0.6237
H -2.124 -2.782 -2.015 -0.3512 -0.0781 -0.3396
H -0.776 -2.422 -2.382 0.3287 0.3446 -0.6525
O -1.625 -2.600 -2.826 0.1239 -0.1096 0.8900
H -0.409 -2.573 -0.149 -0.0041 0.1009 -0.1702
H -1.705 -1.816 0.176 -0.2505 0.1919 0.0740
O -1.288 -2.685 0.237 0.2115 -0.2171 0.1527
H 3.062 1.827 0.688 -0.7289 0.6635 -0.2866
H 3.238 1.209 1.932 -0.2387 0.1987 0.7511
O 2.910 2.067 1.617 1.1400 -0.9097 -0.4051
H 0.607 0.862 2.352 -0.0428 -0.1078 0.1052
H 1.277 2.080 2.896 -0.2039 0.0928 -0.2841
O 0.398 1.686 2.815 -0.0171 -0.0939 0.1835
H 3.593 -1.922 -0.204 -0.3614 0.0921 0.0561
H 2.968 -1.201 -1.415 -0.1774 -0.2906 0.4114
O 3.795 -1.572 -1.072 0.6228 0.0657 -0.3992
H -2.802 0.290 -0.165 0.1931 0.5172 1.0131
H -3.862 -0.380 0.939 0.2734 0.9164 0.1318
O -3.312 -0.457 0.165 -0.2789 -1.7582 -0.9686
H 0.649 -2.021 1.906 0.0294 -0.1469 0.4069
H 1.417 -1.049 1.103 0.5901 0.5661 -0.1711
O 1.442 -1.475 1.979 -0.4949 -0.3145 -0.1201
```
Forces are in eV/Å.

Entry 4:
The following is a quantum chemistry calculation of a 7-piece molecular cluster, C3H20O7 overall at a distorted geometry, from the Open Molecules 2025 dataset.

Results
SMILES = CO.CO.CO.O.O.O.O
E_tot = -17765.7217 eV
E_LUMO = -0.17 eV
relative energy (zero: lowest compared OMol25 entry of this formula, charge and spin) = 2.880 eV
frontier orbital gap = 10.05 eV
molar mass = 168.19 g/mol

Structure (XYZ):
```
30
Properties=species:S:1:pos:R:3:forces:R:3
C -0.145 4.403 -3.633 -0.2840 -2.4299 0.5619
O 0.050 5.304 -4.631 0.5785 2.3641 -1.2801
H 0.493 3.547 -3.853 -0.0475 -0.5229 0.3997
H 0.120 4.705 -2.619 -0.0341 0.7161 -0.2484
H -1.182 4.069 -3.660 -0.1751 -0.2256 0.4743
H 0.192 4.837 -5.457 -0.0417 0.0935 0.0997
C -0.231 -3.073 -1.859 1.3105 -0.5179 0.9416
O 0.542 -4.249 -2.204 -0.4426 0.6152 -0.3904
H -0.356 -3.085 -0.776 -1.0191 -0.2139 0.0414
H 0.356 -2.158 -1.936 0.1220 0.0972 -0.8564
H -1.143 -3.027 -2.453 0.1233 -0.0942 0.2741
H 0.964 -4.597 -1.415 -0.1034 0.1145 0.0164
C 1.665 1.694 0.957 0.0893 0.2785 -0.8410
O 0.711 0.660 0.890 0.0056 -0.8163 0.5278
H 2.651 1.234 1.029 0.2775 0.3673 0.1186
H 1.600 2.183 -0.015 0.1887 0.6119 0.3285
H 1.461 2.336 1.814 0.1964 0.3255 -0.1907
H 1.150 0.035 1.472 -0.8773 -0.8085 0.1340
O -2.809 1.548 -0.268 -0.1672 0.0452 -0.2173
H -3.227 1.361 0.573 -0.1064 0.0209 0.1886
H -1.886 1.335 -0.129 0.3759 -0.0759 0.0608
O 1.968 -1.962 3.019 -0.3760 0.0898 -0.1401
H 2.555 -2.070 3.767 0.1294 0.0073 0.2921
H 2.536 -2.052 2.254 0.1844 -0.1432 -0.2481
O -2.334 0.294 3.874 0.0245 0.1030 0.1638
H -1.720 -0.105 3.257 0.2540 -0.0776 -0.1595
H -3.191 0.190 3.460 -0.2587 -0.0271 -0.0265
O -0.128 -4.819 2.831 0.0688 -0.2460 -0.0788
H -1.026 -4.519 2.688 -0.2457 0.0175 -0.0219
H 0.364 -4.021 3.024 0.2501 0.3314 0.0758
```
Forces are in eV/Å.

Entry 5:
The following is a quantum chemistry calculation of a 9-piece molecular cluster, C3H21O10 overall at a distorted geometry, from the Open Molecules 2025 dataset.

Results
E_tot = -23927.5831 eV
net charge = -1
E_LUMO = 2.75 eV
frontier orbital gap = 9.22 eV
molar mass = 217.19 g/mol

Structure (XYZ):
```
34
Properties=species:S:1:pos:R:3:forces:R:3
O -2.467 -0.642 -0.247 2.6628 1.4544 0.2119
C -1.550 0.059 0.344 -0.4968 -1.6018 -1.1811
O -0.254 -0.003 0.192 -3.8813 -0.3392 0.1873
C -2.225 1.058 1.278 3.5667 -2.0276 1.0216
C -1.271 1.940 2.089 1.4434 -1.0943 -2.6189
H -2.850 1.557 0.622 -1.5186 1.2810 -0.8160
H -2.749 0.464 1.987 -1.0050 -0.5898 0.1948
H -1.556 2.798 1.613 -0.2417 3.4222 0.0484
H -1.520 1.858 3.081 -0.3498 0.3541 2.4585
H -0.159 1.877 1.900 -1.5475 -0.3729 0.2444
H -0.748 0.334 -2.770 -1.5332 1.9983 -2.4145
H -2.193 0.587 -2.947 0.5872 0.8065 -0.8911
O -1.375 0.929 -3.403 0.8830 -2.9479 3.3728
H -1.000 -3.679 -1.470 2.1910 0.6994 2.3462
H -0.285 -2.761 -0.449 -0.9788 5.8984 2.5072
O -0.214 -3.553 -0.807 -1.1291 -6.5636 -4.7769
H 0.567 -0.113 -1.226 -3.4997 0.0782 3.7129
H 1.141 0.744 -2.358 -0.5177 1.8506 -0.7387
O 1.186 -0.041 -1.874 4.0588 -1.8680 -3.4239
H 0.759 0.373 1.510 -2.3720 -0.8942 -0.7818
H 2.107 0.484 0.992 0.7772 0.3029 0.0744
O 1.563 0.778 1.729 2.3391 0.9008 1.2393
H -3.536 -3.091 0.870 -0.6761 -0.3954 1.3029
H -3.044 -2.122 -0.151 0.5842 -1.7504 0.0879
O -3.075 -3.130 0.055 0.0348 1.6367 -1.3386
H 3.012 0.952 -0.783 0.4113 -0.3369 0.3565
H 2.829 -0.454 -0.406 -1.6941 -2.5047 -0.8887
O 3.400 0.240 -0.238 1.7231 2.6745 0.2203
H 1.448 0.891 4.112 -0.3146 1.0055 1.6270
H 1.860 0.001 3.359 0.9435 -1.8027 -3.4822
O 1.898 0.057 4.279 -0.4691 0.7857 2.1645
H 3.166 1.474 -2.879 -0.3425 1.3939 0.1209
H 2.291 2.823 -2.748 0.0704 -0.4722 -0.1076
O 3.180 2.449 -2.700 0.2912 -0.9816 -0.0395
```
Forces are in eV/Å.

Entry 6:
The following is a quantum chemistry calculation of a 8-piece molecular cluster, C3H23NO8 overall at a distorted geometry, from the Open Molecules 2025 dataset.

Results
SMILES = NCCCO.O.O.O.O.O.O.O
E_tot = -21354.0430 eV
E_LUMO = 0.47 eV
relative energy (zero: lowest compared OMol25 entry of this formula, charge and spin) = 0.089 eV
frontier orbital gap = 9.77 eV
molar mass = 201.22 g/mol

Structure (XYZ):
```
35
Properties=species:S:1:pos:R:3:forces:R:3
C 0.558 1.774 0.832 0.2535 -0.3733 1.4350
C -0.950 1.699 1.070 -0.0642 0.6999 -1.3343
C -1.714 2.106 -0.188 -0.2607 -1.7781 -1.0847
O -1.560 1.143 -1.270 0.5779 0.3311 0.2968
N 1.346 1.090 1.904 -0.6543 0.4288 0.4384
H 0.928 2.796 0.817 -0.1239 0.1758 -0.4993
H 0.800 1.250 -0.085 -0.0181 0.2372 -0.2238
H -1.368 2.378 1.817 0.5383 -0.2926 0.5750
H -1.171 0.653 1.275 -0.4055 0.0608 0.3021
H -1.456 3.087 -0.585 -0.0334 0.2045 0.3158
H -2.788 1.991 -0.039 -0.0482 0.7291 0.4015
H -0.612 0.982 -1.511 -0.5540 0.0088 0.0035
H 0.700 0.500 2.430 0.2154 -0.3716 -0.2619
H 1.555 1.785 2.618 0.2977 0.0333 -0.2015
H 3.441 1.706 -1.474 1.3686 1.2649 0.5572
H 3.023 0.280 -1.042 -0.0077 0.1918 -0.2705
O 2.844 1.018 -1.654 1.0469 -0.1732 0.4372
H -0.539 -1.391 1.905 -0.3371 0.1438 -0.0863
H -1.288 -1.780 3.140 -0.0771 -0.0506 -0.0558
O -0.444 -1.417 2.858 0.4510 0.0206 0.2682
H 1.974 -2.165 -0.975 0.1288 -0.0288 0.2573
H 3.230 -2.076 -1.923 0.0601 -0.0976 -0.1037
O 2.660 -1.567 -1.346 -0.0107 -0.1619 0.0912
H 1.311 1.093 -2.179 0.9535 0.4441 0.0236
H 1.352 -0.427 -2.005 0.6794 -0.2523 0.1357
O 0.836 0.298 -2.345 -3.8042 -0.9332 -1.2073
H -0.165 -2.482 -0.827 -0.2295 0.2860 0.8598
H 0.390 -2.432 0.648 -0.1239 -0.0342 -0.0213
O 0.577 -2.726 -0.246 0.4722 -0.6128 -0.3812
H -2.736 -2.120 0.378 0.7438 -0.3295 0.0707
H -3.547 -1.490 1.399 0.1208 0.0564 0.6585
O -2.699 -1.953 1.336 -0.9493 0.2359 -0.9128
H -1.075 -1.550 -2.190 -0.2900 0.7940 -0.3772
H -1.855 -0.565 -1.177 0.7580 0.0063 -0.6587
O -1.559 -1.489 -1.364 -0.6742 -0.8637 0.5528
```
Forces are in eV/Å.

Number 1: HOMO energy -10.49 eV. Number 2: HOMO energy -13.83 eV. Number 3: HOMO energy -6.00 eV. Number 4: HOMO energy -10.22 eV. Number 5: HOMO energy -6.47 eV. Number 6: HOMO energy -9.30 eV.